The following is a quantum chemistry calculation of a structure of composition H24KrO12 at a distorted geometry, from the OMol25 dataset.

```
37
Properties=species:S:1:pos:R:3:forces:R:3
Kr -0.2644 0.2166 -0.1162 -0.01 0.04 -0.03
O 2.2962 1.7187 2.1912 -0.29 0.85 0.04
H 3.2478 1.8210 2.1761 0.22 -0.03 -0.03
H 2.1566 0.7717 2.1943 0.14 -0.64 -0.20
O -2.3058 -2.6146 1.1602 0.33 -0.25 0.07
H -2.8351 -1.8500 1.3868 -0.59 0.66 0.19
H -2.9108 -3.3534 1.2264 -0.09 -0.28 0.01
O -3.9446 -0.4327 1.7247 0.03 -0.28 -0.09
H -3.7034 0.1680 1.0195 0.22 0.43 -0.21
H -4.6084 0.0403 2.2264 -0.10 0.03 0.24
O -0.2868 -1.8983 3.0972 0.44 0.17 0.12
H -0.9116 -1.8806 3.8221 -0.04 0.07 0.22
H -0.8292 -2.0014 2.3153 -0.39 -0.32 -0.34
O 2.5134 0.3949 -2.7404 0.23 0.08 0.31
H 1.6265 0.6548 -2.4912 -0.16 0.16 0.11
H 2.4744 0.2892 -3.6909 -0.03 -0.23 -0.29
O -2.7866 2.6633 0.8529 -0.27 -0.36 0.06
H -2.0065 3.2099 0.9467 0.37 0.12 0.07
H -3.3097 3.1044 0.1835 -0.13 0.16 -0.17
O 0.1589 -0.8844 -4.1462 0.24 0.11 0.09
H -0.2096 -0.0087 -4.0302 -0.21 0.21 -0.03
H -0.4412 -1.3190 -4.7521 -0.13 -0.21 -0.14
O 1.5480 3.7428 -2.0760 0.21 0.12 -1.06
H 1.2449 3.7283 -1.1682 -0.19 -0.16 0.70
H 0.9521 3.1527 -2.5375 -0.03 -0.03 -0.20
O -0.6012 -3.1619 -0.8587 0.40 -0.14 -0.56
H -0.4247 -4.0621 -0.5855 0.11 -0.26 -0.01
H -1.1733 -2.8117 -0.1758 -0.41 0.20 0.37
O 1.9428 -2.3958 -1.8559 0.47 -0.32 0.13
H 1.9937 -1.4435 -1.9384 0.30 0.35 -0.28
H 1.1081 -2.5542 -1.4150 -0.53 -0.16 0.08
O 1.0994 3.7982 0.5110 -0.57 0.50 0.05
H 1.8366 4.4066 0.5626 0.20 0.26 0.12
H 1.3633 3.0550 1.0534 0.34 -0.77 0.49
O 2.2292 -1.1075 1.9808 0.29 0.35 -0.05
H 2.4335 -1.9829 1.6519 0.17 -0.12 -0.23
H 1.3275 -1.1737 2.2953 -0.52 -0.31 0.45
```
Positions in Å, forces in eV/Å.

**ΔE to the lowest compared entry with this formula, charge and spin**: 80.1 kJ/mol
**Orbital gap**: 9.692 eV
**Largest force on an atom**: 1.1 eV Å⁻¹
**E_LUMO**: -0.00233 Eh
**Highest occupied orbital energy**: -9.76 eV

---

The following is a quantum chemistry calculation of a cluster of 3 separate species, C27H51N4O6 in total at a distorted geometry, from the OMol25 dataset.

```
88
Properties=species:S:1:pos:R:3:forces:R:3
C -0.3952 1.9225 2.3337 -0.25 -0.01 -0.63
C -1.3333 2.2756 1.1628 -0.04 -0.45 0.53
C -1.9845 1.0304 0.5378 -0.34 0.29 -0.23
C -1.3858 0.6194 -0.8154 -0.27 0.01 0.53
C 0.1560 0.5001 -0.7776 0.51 0.42 -0.92
C 0.6674 0.9232 -2.1294 -0.23 -0.30 -0.28
C 1.0479 2.2891 -2.5472 0.63 0.36 0.15
C 2.5891 2.3666 -2.7508 -0.17 -1.00 0.07
C 3.3762 2.2816 -1.4437 0.29 0.20 0.03
O 3.8524 3.5805 -1.1489 -0.17 0.01 0.04
N 0.7779 -0.1186 -2.8932 -0.23 0.22 0.17
C 0.4012 -1.3673 -2.1838 0.52 -0.65 -0.41
C 1.1403 -2.5766 -2.7729 -0.11 0.19 -0.23
O 0.8230 -3.7440 -2.0505 0.04 0.21 0.56
N -0.4609 -4.2533 -2.5249 -0.11 0.42 -0.20
O -1.1752 -4.4411 -1.6409 0.15 -0.41 0.09
C 0.7684 -0.9261 -0.7644 -0.51 0.40 -0.06
C 0.4912 -1.8407 0.4293 0.35 0.06 0.06
O 1.7222 -2.2304 1.0365 -0.06 0.03 -0.15
C 2.2414 -1.2608 1.8722 0.15 0.16 0.16
C 3.3101 -0.4744 1.4638 0.11 0.01 -0.14
C 3.8358 0.4792 2.3262 -0.04 0.18 0.21
C 3.2961 0.6590 3.5905 -0.24 -0.17 0.10
C 2.2370 -0.1441 4.0007 -0.10 0.03 -0.09
C 1.7084 -1.0967 3.1436 -0.02 -0.08 -0.05
H -0.9907 1.7727 3.2324 0.14 0.08 0.14
H 0.1130 0.9769 2.1331 0.24 0.09 0.07
H 0.3332 2.7175 2.4797 0.03 -0.06 0.31
H -2.1235 2.9099 1.5618 0.06 0.21 -0.19
H -0.7991 2.8487 0.4008 -0.07 0.09 -0.04
H -1.9822 0.1871 1.2318 0.17 0.04 0.06
H -3.0397 1.2450 0.3558 -0.02 -0.11 -0.05
H -1.8512 -0.3166 -1.1285 0.14 -0.06 -0.05
H -1.6993 1.3582 -1.5586 0.14 0.10 0.03
H 0.5716 1.2185 -0.0719 0.00 -0.33 0.37
H 0.5675 2.5692 -3.4844 -0.22 -0.01 0.07
H 0.7963 2.9834 -1.7461 -0.32 0.10 -0.17
H 2.8556 3.2570 -3.3123 0.00 0.13 0.14
H 2.8767 1.5009 -3.3543 0.06 0.17 -0.22
H 2.7557 1.8931 -0.6239 -0.07 0.04 0.00
H 4.2147 1.5855 -1.5494 0.01 0.01 -0.09
H 4.4291 3.5467 -0.3795 -0.01 0.02 0.03
H 1.1212 -0.0866 -3.8454 -0.15 0.01 -0.08
H -0.6589 -1.5502 -2.3679 -0.12 0.18 0.31
H 0.8026 -2.7062 -3.8087 0.26 0.04 -0.11
H 2.2171 -2.4153 -2.7270 0.06 -0.22 -0.04
H 1.8439 -0.7390 -0.8409 0.11 -0.35 0.39
H -0.1038 -1.3054 1.1716 -0.25 -0.14 -0.06
H 0.0112 -2.7649 0.1237 -0.16 0.04 0.07
H 3.7602 -0.6199 0.4892 -0.04 -0.12 -0.02
H 4.6781 1.0916 2.0317 0.03 -0.06 -0.14
H 3.6874 1.4067 4.2659 0.10 0.01 -0.03
H 1.8020 -0.0297 4.9848 0.08 0.04 0.03
H 0.8873 -1.7348 3.4458 0.01 0.01 0.07
C 0.4660 6.6557 6.9516 0.05 0.08 0.05
C 1.3421 5.7690 6.0733 -0.22 -0.03 0.08
C 1.1085 5.9591 4.5691 0.22 -0.04 -0.05
O -0.0711 5.3554 4.0704 -0.05 0.04 -0.03
C -1.2589 6.1061 4.2501 -0.04 -0.13 -0.05
N 1.1735 4.3737 6.4895 0.08 -0.04 -0.20
H -0.5566 6.2831 7.0107 0.00 -0.02 -0.04
H 0.8587 6.6782 7.9670 -0.01 -0.05 0.01
H 0.4380 7.6808 6.5781 -0.01 0.00 -0.01
H 2.3838 6.0453 6.2624 0.02 0.00 -0.06
H 1.9293 5.4693 4.0370 -0.04 -0.04 -0.02
H 1.1364 7.0215 4.2945 -0.05 0.02 0.07
H -1.0691 7.1800 4.1712 0.00 0.01 0.03
H -1.7316 5.8909 5.2108 0.02 0.09 0.03
H -1.9528 5.8143 3.4617 0.02 0.01 -0.02
H 1.8384 3.7894 5.9909 0.07 0.01 0.09
H 0.2642 4.0585 6.1622 -0.04 0.02 0.10
C -3.0618 -8.2439 -4.5364 0.08 -0.08 -0.03
C -3.9776 -7.6935 -5.6256 -0.01 0.04 0.25
C -3.5429 -6.3246 -6.1646 -0.06 -0.07 -0.22
O -3.8290 -5.2313 -5.3093 0.09 0.03 0.02
C -2.8987 -5.0133 -4.2732 -0.22 0.03 -0.06
N -5.3541 -7.6893 -5.1268 0.01 0.16 -0.15
H -3.2344 -7.7542 -3.5775 -0.02 0.03 -0.02
H -3.2510 -9.3065 -4.3923 -0.04 0.01 0.02
H -2.0096 -8.1219 -4.8025 0.00 0.01 0.00
H -3.9362 -8.3864 -6.4710 0.01 0.04 -0.05
H -4.1027 -6.1257 -7.0812 -0.03 0.05 0.03
H -2.4773 -6.3272 -6.4317 0.02 -0.03 0.07
H -1.8801 -5.2545 -4.5908 0.01 -0.05 0.00
H -3.1489 -5.5894 -3.3787 0.11 -0.03 0.01
H -2.9444 -3.9533 -4.0139 -0.01 0.01 -0.02
H -5.9887 -7.4392 -5.8794 -0.02 -0.12 -0.01
H -5.4445 -6.9290 -4.4586 0.01 -0.07 0.08
```
Positions in Å, forces in eV/Å.

**Orbital gap**: 6.950 eV
**Largest force on an atom**: 1.1 eV Å⁻¹
**Net charge**: +1
**E_LUMO**: -0.13840 Eh
**Highest occupied orbital energy**: -10.72 eV

---

The following is a quantum chemistry calculation of a structure of composition C30H38CaCl3NO2PS2SeSi at a distorted geometry, from the OMol25 dataset.

```
80
Properties=species:S:1:pos:R:3:forces:R:3
Ca -8.8050 15.7776 9.3507 0.30 -0.34 -1.03
O -9.7723 13.7811 13.3762 1.94 1.18 -0.55
S -8.5563 14.4362 12.8333 -2.49 -1.64 -0.85
O -7.5220 13.5313 12.3834 -0.36 1.15 0.29
N -9.0657 15.5326 11.6298 0.44 -0.19 1.12
C -9.0458 16.8085 12.0928 -0.61 -2.21 -2.34
S -9.4506 18.1088 11.1419 -0.10 0.15 -0.44
C -8.5632 16.8709 13.4170 0.68 3.02 1.99
C -8.4896 18.0736 14.1456 0.69 -1.84 -0.63
C -7.9083 17.9847 15.3818 -0.41 0.65 0.62
C -7.4753 16.7993 15.9316 -0.02 -2.30 -0.67
C -7.5717 15.5914 15.1953 0.15 1.18 0.35
C -8.0767 15.7083 13.9260 -0.21 -0.81 0.58
H -8.7519 19.0110 13.7088 -0.41 0.32 -0.21
H -7.9081 18.8926 15.9385 0.40 0.46 0.65
H -7.0946 16.6631 16.9206 0.21 0.59 0.54
H -7.2803 14.6232 15.5751 0.11 0.09 0.19
Cl -4.4137 14.6613 8.9369 0.26 0.14 0.16
Si -6.3229 13.6877 8.9040 -1.04 2.71 -1.05
Cl -5.8649 11.9180 9.6661 0.54 -2.30 0.91
Cl -6.3560 13.3054 6.7661 -0.08 -0.21 0.01
C -9.6210 11.5324 9.2458 0.00 -0.40 -0.66
C -11.0972 12.0211 9.3334 1.24 -2.49 -0.46
C -12.0105 10.8836 8.7439 -0.88 0.95 0.98
C -11.4111 12.1849 10.8244 0.90 2.75 0.25
P -11.0167 13.6073 8.3906 0.10 1.91 2.38
C -10.9621 13.2339 6.6492 -2.27 -1.33 -2.07
C -9.8840 13.6782 5.8850 -2.68 -2.00 0.16
C -9.7785 13.4365 4.5303 0.77 0.98 0.76
C -10.7550 12.7286 3.9080 -0.29 -0.63 -1.34
C -11.8271 12.1967 4.6147 -1.85 -0.07 -0.33
C -12.0302 12.4970 5.9652 2.54 1.28 -0.07
C -12.5630 14.7337 8.8993 0.95 -1.00 -1.30
C -13.8630 13.9919 9.1329 -0.09 -0.15 -1.27
C -12.6056 15.7046 7.7180 0.31 2.69 0.38
C -12.2808 15.4413 10.2117 1.14 -0.32 -1.48
H -9.4063 10.4502 9.3864 -0.72 0.48 0.36
H -9.0419 12.0913 9.9614 0.52 0.19 0.14
H -9.2392 11.7069 8.2408 0.30 0.23 -0.10
H -11.8442 9.9921 9.4048 -0.59 0.70 -0.56
H -11.8827 10.5743 7.6988 0.49 0.32 0.33
H -13.0507 11.3305 8.8124 0.80 -1.24 0.11
H -11.1367 11.3678 11.4962 0.04 -0.11 -0.48
H -12.4449 12.4068 10.8807 -1.31 -0.18 0.53
H -10.9387 13.1600 11.2710 -0.37 -1.98 -0.84
H -9.1357 14.0929 6.4149 2.65 1.70 1.32
H -8.9054 13.9185 4.1193 -0.02 -0.30 -0.82
H -10.7725 12.5619 2.8188 0.34 0.09 0.59
H -12.5771 11.6750 3.9451 0.65 0.48 1.35
H -12.9038 12.3020 6.5460 -0.54 -0.56 -0.10
H -13.9460 13.1033 8.5168 -0.10 -0.16 -0.18
H -14.6663 14.6547 8.7915 -0.26 -0.10 0.67
H -13.9042 13.6717 10.1634 -0.55 0.10 0.24
H -12.9133 15.3075 6.7592 -0.42 -0.36 -0.01
H -11.6020 16.1680 7.4878 -0.60 -0.72 0.39
H -13.2086 16.6652 7.9527 0.38 -1.61 -0.23
H -12.0464 14.7448 10.9699 -0.08 -0.61 1.01
H -13.1150 16.0372 10.4474 -1.16 0.80 0.53
H -11.4334 16.0810 10.1267 0.71 0.83 -0.03
C -7.9286 22.4557 9.3472 0.50 1.25 1.10
C -7.9619 21.1477 8.7272 -3.50 -1.61 -2.75
C -9.2344 20.8169 8.0596 1.99 0.68 2.52
C -9.4953 19.5537 7.5918 -0.97 1.25 -1.73
C -10.8013 19.3306 6.8887 -0.89 0.83 0.61
C -8.4858 18.6296 7.4634 1.52 -1.96 0.81
Se -8.9280 16.7874 6.6787 0.53 1.59 0.72
C -7.2313 18.9642 8.0223 0.81 -1.75 -1.03
C -6.0416 17.9699 7.9701 -1.35 -1.30 0.41
C -6.9812 20.2199 8.5855 -0.59 -0.28 0.29
H -8.6940 22.5166 10.1366 -0.12 0.24 -0.51
H -8.0517 23.2259 8.5742 -0.14 0.09 0.47
H -7.0116 22.6439 9.8985 0.42 0.08 -0.18
H -9.9996 21.5884 8.1516 -0.12 -0.31 -0.29
H -10.6645 19.2412 5.8127 0.08 -0.29 -0.01
H -11.4294 20.2394 7.0539 0.15 -0.76 -0.06
H -11.3015 18.4356 7.2757 -0.03 0.22 -0.26
H -5.7762 17.5415 8.9558 -0.46 0.23 -0.04
H -5.1370 18.4407 7.6965 0.97 0.75 -0.66
H -6.1948 17.0538 7.3293 -0.08 1.24 0.41
H -6.0382 20.4743 8.9862 1.21 -0.15 0.39
```
Positions in Å, forces in eV/Å.

**ΔE to the lowest compared entry with this formula, charge and spin**: 70.8 kJ/mol
**Orbital gap**: 6.170 eV
**Largest force on an atom**: 4.7 eV Å⁻¹
**Net charge**: -1
**E_LUMO**: 0.05211 Eh
**Highest occupied orbital energy**: -4.75 eV

---

The following is a quantum chemistry calculation of a structure of composition C7H9Cl2NO4ScTl at a distorted geometry, from the OMol25 dataset.

```
25
Properties=species:S:1:pos:R:3:forces:R:3
Tl -1.3864 0.1510 -5.8891 1.14 -0.16 0.03
Sc 0.1694 0.9258 -1.1863 -0.90 1.37 -1.55
Cl 0.2596 -0.1812 -3.3373 -0.52 0.01 -0.24
Cl -0.4916 3.0880 -1.3650 0.22 -1.14 0.18
C 2.2895 1.6546 -1.0298 6.09 2.86 0.13
C 0.6465 -1.7237 -6.1571 2.46 -2.03 0.74
C 0.9142 1.6915 -5.9136 3.32 0.96 1.22
O 3.3283 2.1586 -1.0005 -4.85 -2.40 -0.10
O 1.5341 -2.4054 -5.9320 -2.88 2.17 -0.88
O 1.9534 2.0147 -5.5534 -3.65 -0.99 -1.42
C -1.1604 -0.9228 3.7802 0.99 -0.58 -0.05
N -0.3436 -0.8585 2.5580 0.45 -3.29 2.56
C 0.6037 -1.9371 2.2963 -0.18 -0.35 1.15
C -0.4856 0.0909 1.6628 0.06 3.36 -4.47
C -1.4345 1.2222 1.8407 0.24 0.04 0.70
O 0.2052 -0.0121 0.5651 -1.45 -0.45 3.13
H -0.7993 -1.7796 4.3537 -0.25 0.20 -0.02
H -2.2248 -1.0607 3.5351 -0.12 0.19 -0.15
H -1.0399 -0.0050 4.3718 -0.11 0.15 -0.08
H 0.3191 -2.5111 1.4029 -0.02 0.19 -0.14
H 1.6213 -1.5440 2.1634 -0.06 0.12 -0.19
H 0.5786 -2.5932 3.1677 0.16 -0.01 -0.26
H -1.0320 2.1550 1.4184 -0.07 -0.30 -0.02
H -2.3902 0.9885 1.3416 0.09 -0.02 0.11
H -1.6346 1.3935 2.9063 -0.16 0.08 -0.38
```
Positions in Å, forces in eV/Å.

**ΔE to the lowest compared entry with this formula, charge and spin**: 0.0 kJ/mol
**Orbital gap (spin up / spin down)**: 4.683 / 5.564 eV
**Largest force on an atom**: 6.7 eV Å⁻¹
**Net charge**: +4
**E_LUMO (spin up / spin down)**: -0.70774 / -0.67586 Eh
**Highest occupied orbital energy (spin up / spin down)**: -23.94 / -23.96 eV

---

The following is a quantum chemistry calculation of the molecule C9H11ClS at a distorted geometry, from the OMol25 dataset.

```
22
Properties=species:S:1:pos:R:3:forces:R:3
C -1.8819 0.7396 2.2110 3.80 -0.68 2.32
C -0.8335 0.0598 1.3235 1.75 -0.41 1.86
C -1.1325 -0.2274 -0.0959 1.43 -1.46 -0.82
C -0.8324 -1.5382 -0.7982 1.37 -0.48 0.33
C -0.0833 0.7699 0.2128 -1.47 1.88 0.09
Cl -0.5898 2.6815 -0.1360 0.43 -2.21 0.46
C 1.2998 0.5614 -0.1332 0.65 0.18 1.98
C 1.8941 0.8625 -1.2891 1.68 0.59 -0.45
C 3.3081 0.7897 -1.2491 1.74 -1.12 0.17
C 3.8031 0.4200 -0.0003 -2.36 1.10 -1.42
S 2.4973 0.2707 1.1347 0.05 -0.20 -1.10
H -2.6337 1.0757 1.6076 -2.20 1.12 -1.13
H -1.3259 1.5776 2.7561 -1.14 -0.86 -0.70
H -2.2043 0.0100 2.9939 -0.08 0.62 -0.78
H -0.0961 -0.6001 1.9358 -1.45 0.80 -1.33
H -2.0101 0.2047 -0.4109 -2.06 0.97 -0.59
H -0.6344 -1.4993 -1.8890 -0.25 0.47 0.58
H -1.6870 -2.1973 -0.6486 0.15 -0.22 0.07
H 0.1058 -1.9935 -0.3524 -1.16 0.30 -0.39
H 1.5046 1.4935 -2.0375 -1.21 -0.11 -1.08
H 3.9721 0.8824 -2.1634 -0.92 0.22 1.37
H 4.8031 0.5256 0.2859 1.26 -0.49 0.54
```
Positions in Å, forces in eV/Å.

**ΔE to the lowest compared entry with this formula, charge and spin**: 16.2 kJ/mol
**Orbital gap**: 9.119 eV
**SMILES string**: C[C@H]1[C@H](C)C1(Cl)c1cccs1
**Largest force on an atom**: 4.5 eV Å⁻¹
**E_LUMO**: 0.00853 Eh
**Highest occupied orbital energy**: -8.89 eV

---

The following is a quantum chemistry calculation of a structure of composition C14H29Cl3N2O2Si2 at a distorted geometry, from the OMol25 dataset.

```
52
Properties=species:S:1:pos:R:3:forces:R:3
C 0.2415 -1.8280 6.1157 0.58 -0.20 0.79
C -0.1464 -2.3025 4.9371 -0.81 0.54 -1.17
Si 0.1924 -1.3060 3.3683 -1.19 -0.70 1.30
C -0.2811 0.4823 3.7575 -0.73 0.71 -0.22
C -1.7467 0.6233 4.1652 0.42 -0.10 -0.75
N -2.1447 0.4101 5.3382 -0.31 0.00 0.44
O 1.8148 -1.5608 3.0221 -0.95 1.70 -0.44
Si 2.6878 -0.2729 2.3530 1.37 -1.58 -0.54
C 3.4913 -0.8971 0.7462 -1.26 0.06 -0.20
C 2.3561 -0.9765 -0.3285 0.72 0.08 0.00
C 2.8916 -1.0008 -1.7920 -0.69 0.15 0.91
Cl 2.2703 0.4814 -2.6364 0.74 -0.54 0.02
C -0.9350 -2.0831 2.0475 -0.55 1.14 -0.28
Cl -2.4880 -1.3387 1.6098 0.66 0.14 0.46
C -0.6319 -3.2044 1.4309 0.34 -1.52 -0.43
C 0.6433 -3.9845 1.7025 -0.12 -0.03 -0.49
Cl -1.7071 -3.9459 0.2461 0.49 0.18 0.36
H 0.1265 -0.7817 6.4068 0.97 0.06 -0.53
H 0.7383 -2.4877 6.8358 -1.22 -0.01 0.49
H -0.6393 -3.2784 4.8585 1.36 -0.46 -0.07
H 0.3129 0.8788 4.5948 0.08 -0.30 -0.23
H -0.1607 1.1713 2.9101 0.26 -0.27 0.12
H -2.4462 0.9228 3.3714 0.30 -0.07 0.06
H -3.1545 0.5661 5.3710 0.14 -0.04 0.22
H 1.8735 0.8833 1.9655 -0.18 0.12 0.19
H 3.7894 0.0484 3.2748 -0.17 0.25 0.27
H 4.2592 -0.1779 0.4239 -0.06 -0.26 0.12
H 3.9056 -1.9075 0.8568 0.29 0.36 0.15
H 1.7559 -1.8754 -0.1410 0.00 0.25 -0.09
H 1.7028 -0.1030 -0.2198 -0.01 -0.26 -0.10
H 2.5105 -1.8835 -2.3092 0.17 0.33 -0.21
H 3.9826 -0.9787 -1.7882 -0.21 0.08 -0.28
H 1.4741 -3.4488 1.2286 0.00 -0.21 0.33
H 0.8276 -4.1036 2.7750 0.05 0.18 -0.21
H 0.6067 -4.9804 1.2517 -0.17 0.21 0.11
C -2.6412 1.4306 -5.1301 -0.21 -0.10 0.01
C -1.7584 1.6875 -3.9121 0.11 0.12 -0.39
C -1.6664 3.1711 -3.5179 0.05 -0.08 0.28
O -0.8284 3.9549 -4.3494 -0.24 0.03 0.02
C -1.4230 4.3845 -5.5602 0.30 0.02 -0.04
N -0.4346 1.1055 -4.1539 -0.08 0.26 0.28
H -2.1443 1.6901 -6.0649 0.05 0.05 0.05
H -2.8984 0.3722 -5.1912 0.07 0.02 0.02
H -3.5736 1.9968 -5.0685 0.02 0.01 -0.02
H -2.2111 1.1587 -3.0672 0.05 0.07 0.07
H -1.2175 3.2261 -2.5218 0.07 0.02 -0.05
H -2.6623 3.6270 -3.4379 -0.04 -0.03 -0.13
H -2.4897 4.5939 -5.4401 -0.02 -0.07 0.00
H -1.2710 3.6445 -6.3491 -0.18 0.02 -0.06
H -0.9217 5.3023 -5.8692 0.01 0.00 0.08
H 0.1212 1.1809 -3.3029 -0.25 -0.19 -0.19
H 0.0478 1.7134 -4.8131 -0.04 -0.10 -0.07
```
Positions in Å, forces in eV/Å.

**Orbital gap**: 9.294 eV
**Largest force on an atom**: 2.2 eV Å⁻¹
**E_LUMO**: 0.01465 Eh
**Highest occupied orbital energy**: -8.90 eV